# 1
{"formula": "C28H11F19GeKN3OS2", "method": "ωB97M-V/def2-TZVPD", "elements": ["H", "C", "N", "H", "F", "F", "C", "C", "C", "C", "H", "N", "C", "F", "C", "F", "F", "F", "F", "Ge", "O", "F", "S", "C", "C", "C", "H", "H", "C", "C", "F", "H", "F", "F", "F", "C", "F", "C", "F", "N", "C", "F", "C", "S", "F", "C", "C", "C", "H", "C", "K", "C", "C", "C", "C", "C", "H", "C", "H", "C", "F", "H", "F", "C", "F", "H"], "coordinates": [[1.195, -0.194, 5.475], [-4.113, 1.308, -1.988], [1.830, -1.889, 4.443], [3.258, -1.684, 2.936], [-6.427, 0.502, -4.654], [-1.880, 1.606, -4.790], [1.370, -6.054, -1.288], [1.986, -3.319, 4.660], [-0.120, 4.844, 0.892], [2.332, -4.166, 3.438], [3.378, -3.981, 3.147], [0.374, 0.956, 3.481], [0.888, 3.797, -4.486], [-1.191, 6.749, 1.798], [2.418, 2.121, -3.742], [-4.147, 1.350, -0.648], [-3.514, 6.038, 0.571], [-4.130, 0.941, -6.051], [0.901, 2.949, 0.029], [-1.249, 1.542, -1.500], [-1.352, 1.237, 1.633], [1.848, 0.689, -2.020], [-1.103, -0.545, -1.193], [2.124, 3.183, -4.576], [0.533, -4.365, 0.223], [-1.375, 3.279, -0.502], [1.033, -3.676, 5.061], [2.822, -0.196, 3.784], [-0.031, 3.321, -3.568], [2.371, -5.696, 0.899], [3.631, 1.548, -3.813], [0.527, -1.724, 6.056], [-6.419, 0.727, -1.938], [3.209, -7.343, -0.547], [1.032, 5.198, 1.483], [-2.928, 1.575, -2.653], [-1.218, 3.959, -3.533], [-2.470, 4.108, -0.336], [3.354, -6.105, 1.767], [1.409, -3.917, 2.367], [2.302, -6.349, -0.311], [-3.642, 3.878, -0.946], [1.426, -1.242, 5.670], [-0.644, 1.785, 2.829], [-0.371, -3.382, 0.476], [-0.213, 3.695, 0.125], [-5.294, 0.834, -4.006], [1.483, -4.633, 1.266], [1.335, -6.573, -2.230], [0.482, -5.028, -0.968], [0.000, -1.026, 1.667], [-1.246, 5.631, 1.054], [0.209, 2.247, -2.729], [3.014, -1.261, 3.908], [-2.424, 5.261, 0.435], [-5.288, 0.956, -2.627], [2.765, -3.508, 5.431], [-4.128, 1.064, -4.709], [3.891, -1.385, 4.574], [-2.975, 1.423, -4.025], [3.039, 3.629, -5.455], [2.309, -5.208, 3.795], [-0.470, -4.686, -1.869], [1.466, 1.677, -2.832], [0.603, 4.840, -5.288], [2.211, -1.310, 6.449]], "mulliken_charge": [0.331, 0.232, 0.670, 0.253, -0.330, -0.293, -0.666, -1.112, 0.254, -0.891, 0.383, -0.487, 0.081, -0.337, -0.067, -0.326, -0.334, -0.327, -0.422, 1.381, -0.519, -0.220, -0.631, 0.670, 0.121, -0.236, 0.372, 0.411, 0.566, 0.691, -0.322, 0.270, -0.323, -0.357, -0.337, 0.006, -0.406, 0.470, -0.366, -0.312, 0.049, -0.289, -1.129, 0.139, -0.385, -0.099, 0.710, 0.296, 0.464, 0.052, 0.780, 0.729, -0.237, -1.224, 0.125, -0.230, 0.406, -0.063, 0.298, 0.115, -0.330, 0.418, -0.322, 0.176, -0.327, 0.337], "e_above_lowest_kcal_mol": 9.1, "largest_force_ev_per_a": 1.14, "charge": -2, "multiplicity": 1, "e_homo_ev": -1.80, "energy_ha": -6683.8063, "gap_ev": 5.8}



# 2
{"formula": "C31H42BrN3P2Pt", "method": "ωB97M-V/def2-TZVPD", "elements": ["H", "H", "H", "H", "H", "H", "H", "C", "H", "C", "C", "P", "H", "H", "H", "C", "C", "H", "Br", "H", "H", "H", "C", "P", "C", "H", "C", "H", "Pt", "C", "H", "C", "H", "H", "C", "N", "H", "C", "H", "C", "C", "C", "C", "C", "H", "H", "H", "C", "C", "H", "C", "H", "H", "H", "H", "H", "H", "C", "H", "C", "C", "H", "H", "C", "N", "H", "C", "C", "H", "H", "H", "C", "H", "C", "C", "N", "C", "H", "H", "C"], "coordinates": [[-3.088, 4.370, 2.678], [0.213, -1.121, -2.849], [1.422, 1.976, 0.274], [-2.015, 2.904, -4.298], [-2.756, 1.653, -5.304], [-0.250, -3.180, -1.885], [0.428, 3.090, -4.408], [-6.365, -0.993, -1.043], [-7.092, -0.394, -1.599], [-4.109, -1.442, -0.314], [-4.602, -2.589, 0.344], [-0.595, 1.038, -2.233], [0.535, 2.951, -1.317], [-0.288, 0.686, 5.065], [4.217, -3.279, -0.659], [-1.633, 3.282, 1.526], [-2.333, 3.592, 2.849], [-0.410, -0.208, 2.783], [3.507, -0.407, -0.344], [-0.285, -2.160, 2.307], [-2.386, 3.185, 0.728], [1.223, 4.268, 1.231], [-1.912, 0.874, -3.497], [-0.663, 1.732, 1.439], [-0.833, 0.787, 2.992], [-6.396, -3.725, 0.786], [1.657, -2.540, 1.454], [1.082, 4.308, -3.316], [-1.427, 0.427, -0.310], [3.861, -3.038, 0.350], [0.904, 1.556, 4.096], [-0.364, -2.426, 0.149], [-2.862, 0.949, -2.941], [2.206, 0.991, -3.870], [5.335, -4.993, 3.271], [-6.814, -2.079, -0.414], [-1.832, -0.157, -3.876], [5.078, -2.553, 2.888], [1.869, 2.741, -3.424], [0.718, -0.147, -2.743], [-0.172, 1.391, 4.232], [4.739, -1.515, 2.020], [0.308, -2.975, -0.970], [-1.906, 1.873, -4.648], [-0.638, 2.334, 4.545], [2.681, 3.487, 1.858], [2.184, -0.738, -4.184], [-5.976, -2.855, 0.273], [-2.694, -1.110, -0.256], [-1.643, 3.982, 3.608], [1.542, 0.132, -3.996], [-0.990, 1.811, -5.247], [4.065, -5.152, 0.941], [-0.969, 4.110, 1.239], [-2.851, 2.718, 3.261], [-3.932, -3.243, 0.900], [0.921, 0.288, -4.888], [4.280, -4.130, 1.254], [5.507, -2.342, 3.866], [4.904, -3.876, 2.441], [2.361, -2.788, 0.266], [-4.684, 0.294, -1.507], [2.254, -3.549, -1.729], [0.290, -2.380, 1.408], [5.694, -5.893, 3.923], [2.208, -2.470, 2.396], [-1.470, -1.553, -0.062], [0.011, 2.773, -2.270], [1.401, -0.241, -1.878], [-0.899, 3.392, -2.243], [1.253, 3.627, 2.894], [1.673, -3.162, -0.893], [-1.911, 0.643, 3.156], [0.893, 3.233, -3.426], [1.583, 3.446, 1.863], [4.454, -1.764, 0.753], [1.134, 2.088, 1.330], [4.814, -0.473, 2.348], [1.646, 1.270, 1.861], [-5.015, -0.614, -1.004]], "mulliken_spin": [0.000, -0.003, 0.001, 0.000, 0.000, 0.005, -0.002, -0.002, 0.000, 0.034, 0.009, 0.226, 0.003, 0.000, 0.040, 0.004, 0.005, -0.005, 0.013, -0.001, 0.004, 0.000, -0.012, 0.178, -0.005, 0.000, -0.006, 0.000, 0.365, 0.036, -0.002, 0.027, 0.007, -0.001, 0.021, 0.004, 0.004, 0.261, -0.001, -0.020, 0.025, 0.110, 0.036, 0.020, -0.002, -0.001, 0.001, -0.002, -0.008, -0.001, 0.018, -0.001, -0.006, 0.000, 0.000, 0.003, -0.002, 0.226, -0.003, 0.039, 0.014, 0.005, 0.002, 0.047, -0.018, 0.002, 0.028, 0.005, 0.004, 0.000, 0.000, -0.008, 0.006, 0.011, 0.007, 0.233, -0.002, 0.016, -0.001, 0.008], "e_above_lowest_kcal_mol": 0.0, "largest_force_ev_per_a": 4.38, "charge": 2, "multiplicity": 3, "e_homo_ev": [-11.80, -13.32], "energy_ha": -4746.0331, "gap_ev": [4.1, 4.4]}



# 3
{"formula": "C3H4N2O", "method": "ωB97M-V/def2-TZVPD", "elements": ["C", "H", "H", "C", "C", "O", "H", "H", "N", "N"], "coordinates": [[0.417, 0.809, 0.015], [-1.867, -0.132, 1.471], [2.542, 0.257, 0.150], [1.485, 0.024, 0.134], [-0.749, -0.131, -0.103], [-1.946, 0.138, 0.548], [0.368, 1.885, -0.083], [-0.987, -0.206, -1.175], [1.084, -1.358, 0.252], [-0.160, -1.456, 0.188]], "mulliken_charge": [-0.204, 0.327, 0.438, -0.489, 0.309, -0.483, 0.346, 0.248, -0.238, -0.255], "e_above_lowest_kcal_mol": 59.3, "largest_force_ev_per_a": 0.38, "smiles": "O[C@H]1C=CN=N1", "multiplicity": 1, "e_homo_ev": -9.69, "energy_ha": -301.3927, "gap_ev": 9.6}



# 4
{"formula": "C6H7NO", "method": "ωB97M-V/def2-TZVPD", "elements": ["H", "H", "H", "C", "C", "H", "C", "N", "O", "H", "H", "C", "H", "C", "C"], "coordinates": [[-0.045, 3.042, -0.549], [-2.228, -1.623, 0.967], [0.858, -1.113, -1.599], [0.132, 1.950, -0.571], [0.034, 0.929, 0.571], [-0.121, 1.252, 1.604], [-1.112, -1.364, 0.814], [1.270, 0.062, 0.277], [-0.324, -2.006, 1.450], [0.591, 1.433, -2.677], [1.204, -0.775, 0.857], [0.423, 1.147, -1.631], [-1.750, 0.037, -0.595], [0.512, -0.228, -0.995], [-0.790, -0.208, -0.112]], "mulliken_charge": [0.370, 0.293, 0.399, -0.580, -0.043, 0.436, -0.013, -0.717, -0.479, 0.390, 0.404, -0.593, 0.382, 0.067, -0.316], "e_above_lowest_kcal_mol": 66.4, "largest_force_ev_per_a": 1.66, "multiplicity": 1, "e_homo_ev": -8.88, "energy_ha": -362.7077, "gap_ev": 9.4}



# 5
{"formula": "C19H37NO3SSiTc", "method": "ωB97M-V/def2-TZVPD", "elements": ["H", "N", "C", "H", "H", "H", "H", "H", "H", "H", "C", "C", "C", "H", "Tc", "H", "C", "H", "H", "H", "H", "H", "H", "C", "H", "H", "O", "H", "H", "C", "H", "C", "H", "H", "C", "C", "H", "O", "H", "C", "H", "C", "H", "H", "S", "H", "C", "C", "C", "H", "H", "H", "O", "H", "H", "C", "H", "Si", "C", "H", "C", "C", "H"], "coordinates": [[1.357, 3.592, 2.724], [-1.214, -1.557, -2.965], [1.151, -1.417, 4.080], [-0.222, 2.554, -1.939], [2.052, -0.846, 3.840], [2.097, 2.775, -0.880], [-0.199, -3.423, -2.840], [1.302, -1.779, -4.739], [-0.620, -2.912, -4.463], [2.322, -2.267, 1.729], [-0.299, 0.643, -4.717], [0.469, -1.945, 2.828], [2.839, 1.316, 2.147], [-4.062, -0.337, 2.122], [0.166, -0.244, -2.783], [-2.208, -1.764, -2.964], [-0.017, 1.943, -2.812], [-2.751, -1.453, 1.739], [1.729, -3.667, 2.647], [-4.720, -0.217, -0.312], [1.448, -2.262, 4.715], [-3.037, 2.390, -0.204], [-0.755, 0.102, -5.540], [-0.275, -2.524, -3.483], [-3.527, 0.263, -1.537], [3.659, 2.746, -0.027], [-1.423, 0.277, 0.049], [1.888, -2.334, -3.146], [1.919, 0.331, -5.040], [1.112, 0.767, -4.459], [1.207, 4.187, 1.054], [2.696, 2.229, -0.146], [0.463, -0.788, 4.659], [2.898, 1.218, -0.531], [1.418, -2.818, 2.020], [-3.662, -0.273, -0.589], [-2.633, 2.252, 1.533], [0.651, 1.603, 1.063], [3.835, 1.769, 2.259], [1.999, 2.165, 1.203], [2.238, 1.891, -2.887], [1.287, 1.580, -3.299], [-2.427, 0.082, 2.637], [2.380, 1.258, 3.141], [1.326, -0.772, -0.758], [2.799, 4.080, 1.820], [-3.002, -0.390, 1.828], [1.074, -1.829, -3.672], [1.824, 3.586, 1.733], [-2.074, 1.502, -3.612], [-4.265, 1.853, 0.961], [-3.400, -1.327, -0.739], [0.014, -0.808, 2.034], [2.982, 0.307, 1.731], [-1.424, -2.163, 3.878], [-0.736, -2.764, 3.272], [-0.391, -3.598, 3.899], [0.095, 0.099, 0.667], [-3.199, 1.806, 0.708], [0.924, -3.219, 1.125], [-2.809, 0.348, 0.511], [-0.997, 1.379, -3.697], [-1.274, -3.197, 2.422]], "mulliken_spin": [0.000, 0.311, 0.002, 0.007, 0.000, -0.001, 0.007, 0.018, 0.014, -0.001, 0.071, 0.001, -0.001, 0.000, 2.387, 0.001, 0.113, 0.000, 0.000, 0.000, 0.000, 0.001, 0.007, 0.022, 0.002, 0.000, -0.035, 0.014, -0.006, -0.026, 0.000, -0.003, 0.000, -0.005, 0.002, 0.004, 0.000, -0.004, 0.000, 0.001, 0.009, -0.002, 0.000, 0.000, 0.024, 0.000, 0.000, 0.000, 0.001, 0.002, 0.000, -0.001, -0.009, 0.000, 0.000, -0.001, 0.000, 0.053, -0.002, 0.001, -0.024, 0.045, 0.000], "largest_force_ev_per_a": 2.53, "multiplicity": 4, "e_homo_ev": [-6.85, -7.66], "energy_ha": -1795.2147, "gap_ev": [7.5, 7.1]}